1.
{"formula": "C32H74AlClN5O10", "method": "ωB97M-V/def2-TZVPD", "homo_ev": -4.2, "energy_ha": -2992.42995, "orbital_gap_ev": 6.16, "charge": -1, "lumo_ha": 0.074, "species": ["C", "C", "O", "C", "C", "O", "C", "C", "O", "C", "Al", "C", "C", "C", "C", "O", "O", "C", "C", "O", "Cl", "N", "C", "C", "C", "H", "H", "H", "H", "H", "H", "H", "H", "H", "H", "H", "H", "H", "H", "H", "H", "H", "H", "H", "H", "H", "H", "H", "H", "H", "H", "H", "H", "H", "H", "C", "C", "C", "O", "C", "N", "H", "H", "H", "H", "H", "H", "H", "H", "H", "H", "H", "C", "C", "C", "O", "C", "N", "H", "H", "H", "H", "H", "H", "H", "H", "H", "H", "H", "C", "C", "C", "O", "C", "N", "H", "H", "H", "H", "H", "H", "H", "H", "H", "H", "H", "C", "C", "C", "O", "C", "N", "H", "H", "H", "H", "H", "H", "H", "H", "H", "H", "H"], "coordinates": [[6.67880, -3.16638, 3.48987], [7.08805, -1.77739, 3.93041], [6.15744, -0.85387, 3.42731], [6.67352, 0.40218, 3.02880], [5.74502, 1.52796, 3.46356], [4.89916, 1.99282, 2.44211], [4.01154, 0.98733, 1.98030], [3.05431, 0.48853, 3.05238], [1.84188, 0.17340, 2.43499], [0.71781, 0.17879, 3.36253], [0.64048, -1.40246, 4.62761], [0.75752, -3.02320, 3.45285], [-0.59958, -3.16602, 2.71253], [-0.41366, -3.65300, 1.27734], [-0.02867, -2.53772, 0.33231], [-0.00999, -2.67475, -0.87851], [0.18593, -1.31109, 0.89536], [2.03010, -1.21835, 6.14249], [3.26836, -2.02400, 6.11910], [4.41290, -1.60595, 6.25861], [3.10392, -3.80708, 5.86692], [-1.06530, -1.42832, 5.46614], [-1.42299, -0.40334, 6.10163], [-1.23899, -0.26298, 7.61345], [-2.13634, 0.77468, 5.44769], [7.31502, -3.91694, 3.94389], [5.65496, -3.34212, 3.78912], [6.75204, -3.22852, 2.41007], [7.10152, -1.75869, 5.01965], [8.09468, -1.56440, 3.57154], [7.65614, 0.57283, 3.45741], [6.71847, 0.41749, 1.94246], [6.37120, 2.36658, 3.75301], [5.19260, 1.22815, 4.35174], [4.55044, 0.15664, 1.52817], [3.41547, 1.43900, 1.19556], [2.94241, 1.23845, 3.83564], [3.47943, -0.40660, 3.51648], [0.72678, 1.13197, 3.90927], [-0.16339, 0.20804, 2.73138], [0.93849, -3.95844, 3.96597], [1.53479, -2.83970, 2.71002], [-1.17549, -2.24858, 2.73467], [-1.17444, -3.90703, 3.25872], [0.34646, -4.42306, 1.26324], [-1.34364, -4.04625, 0.87814], [1.11267, -1.18791, 1.12760], [2.39658, -0.19510, 6.12342], [1.56285, -1.35551, 7.11254], [-1.04305, -1.24527, 8.01923], [-2.15084, 0.11099, 8.07821], [-0.41525, 0.40447, 7.84514], [-2.15727, 1.62182, 6.13258], [-3.15654, 0.47501, 5.24429], [-1.63732, 1.09233, 4.54287], [-1.45823, 3.06763, -0.41608], [-0.38551, 3.68146, 0.47914], [0.98648, 3.79979, -0.20169], [1.70556, 2.58988, -0.29112], [1.34563, 1.73309, -1.35763], [-0.32925, 2.91929, 1.72522], [-1.33927, 1.98868, -0.51052], [-2.44538, 3.24497, 0.01128], [-1.43868, 3.50530, -1.41746], [-0.70480, 4.70143, 0.72030], [1.61288, 4.45975, 0.40501], [0.89282, 4.26485, -1.19451], [1.05659, 2.30215, -2.24796], [0.53746, 1.05464, -1.07486], [2.21992, 1.12786, -1.59821], [0.30396, 3.37704, 2.37485], [0.13365, 2.03477, 1.52271], [-1.52336, -0.28082, -5.37985], [-0.67539, -1.15623, -4.46044], [-0.02989, -2.35169, -5.17701], [-0.90643, -3.42547, -5.45888], [-1.67788, -3.27602, -6.63405], [-1.47092, -1.55427, -3.30199], [-2.48532, -0.74175, -5.60448], [-1.72988, 0.67466, -4.89742], [-1.00905, -0.08048, -6.32357], [0.14837, -0.53694, -4.09101], [0.73398, -2.76684, -4.51569], [0.47678, -2.03098, -6.09998], [-1.12764, -2.74426, -7.41628], [-2.61920, -2.75730, -6.42992], [-1.92062, -4.27516, -6.99801], [-0.86782, -2.03386, -2.63233], [-2.12851, -2.26471, -3.61112], [-8.02229, 2.42955, 2.98702], [-7.12110, 3.02444, 4.06418], [-5.69747, 3.33576, 3.58049], [-4.86091, 2.21130, 3.45158], [-4.98105, 1.48978, 2.24035], [-7.12954, 2.14088, 5.23314], [-7.78926, 1.38261, 2.79666], [-9.06433, 2.47493, 3.30390], [-7.92977, 2.97787, 2.04733], [-7.56287, 3.97876, 4.36841], [-5.21723, 3.96737, 4.33318], [-5.71468, 3.90958, 2.64322], [-5.19751, 2.15420, 1.39804], [-5.75211, 0.71744, 2.30685], [-4.02646, 0.99699, 2.06084], [-6.62020, 2.58532, 5.99112], [-6.57036, 1.32372, 5.00379], [0.69687, 0.89349, -11.34470], [-0.61534, 0.57687, -10.63464], [-0.43547, -0.12594, -9.28232], [-0.10721, -1.49858, -9.36928], [1.26454, -1.78417, -9.56881], [-1.47938, -0.17984, -11.54529], [1.13933, 0.00551, -11.79546], [0.52383, 1.60891, -12.14805], [1.42412, 1.32787, -10.65607], [-1.11095, 1.52928, -10.42556], [-1.39138, -0.09144, -8.75314], [0.29664, 0.40065, -8.65584], [1.90349, -1.06053, -9.05487], [1.51940, -1.80910, -10.63124], [1.45562, -2.77397, -9.15452], [-2.39466, -0.29492, -11.12017], [-1.11032, -1.12449, -11.60636]], "mulliken_charge": [-1.1328, -0.3616, -0.1915, -0.7546, -0.4728, -0.5684, -0.3875, -0.3575, 0.1033, -1.3890, -0.4915, -0.7733, -0.6568, -0.7960, 0.3303, -0.7225, -0.1088, -0.7537, 0.3812, -0.5912, -0.2463, -0.2162, 0.5527, -1.5265, -0.8496, 0.3995, 0.1555, 0.3167, 0.2115, 0.5178, 0.5863, 0.3121, 0.4996, 0.2051, 0.2071, 0.2361, 0.3982, 0.1283, 0.9947, 0.5208, 0.7093, 0.2774, 0.2386, 0.6082, 0.3050, 0.3605, 0.0689, 0.3510, 0.5784, 0.3411, 0.4843, 0.2597, 0.3644, 0.2066, 0.0571, -1.3316, 0.2718, -0.7552, -0.2521, -0.8110, -0.3116, 0.2137, 0.2483, 0.3790, 0.4314, 0.3368, 0.4100, 0.4051, 0.2022, 0.3323, 0.2864, -0.0878, -1.2861, 0.5971, -0.5037, -0.4092, -0.2725, -0.6436, 0.2983, 0.4071, 0.0866, 0.2678, 0.3635, 0.2076, -0.0562, 0.2339, 0.2719, 0.2674, 0.3126, -1.4244, 0.3881, -0.7527, -0.2517, -0.6484, -0.7639, 0.2784, 0.3583, 0.3430, 0.4008, 0.3338, 0.3917, 0.3131, 0.2463, 0.1775, 0.2809, 0.3272, -1.4409, 0.2111, -0.5760, -0.3285, -0.8397, -0.7343, 0.2908, 0.3572, 0.3520, 0.4203, 0.2720, 0.4617, 0.3799, 0.2563, 0.2803, 0.2922, 0.3180]}

=====

2.
{"formula": "C2H6P2", "method": "ωB97M-V/def2-TZVPD", "homo_ev": -9.4, "energy_ha": -762.36565, "orbital_gap_ev": 8.26, "lumo_ha": -0.041, "species": ["C", "C", "P", "P", "H", "H", "H", "H", "H", "H"], "coordinates": [[1.35547, 0.16840, 0.62664], [1.57945, -0.18263, -0.65068], [-2.79780, -1.17189, 0.38747], [-2.11280, 0.64480, 1.07089], [0.38338, -0.10634, 0.96146], [1.99732, 0.75742, 1.28965], [-1.12609, 1.10181, -0.36882], [2.32931, 0.25400, -1.32917], [0.80232, -0.75905, -1.13349], [-2.41057, -0.70652, -0.85394]], "nbo_charge": [-0.3803, -0.3896, 0.0191, 0.0094, 0.1846, 0.2019, -0.0113, 0.1991, 0.1866, -0.0195]}